# 1
Entry from OMol25: C36H60As2BaClN4O2PSe2 as an isolated structure (the ωB97M-V functional and the def2-TZVPD basis).

Geometry as XYZ:
```
109
Properties=species:S:1:pos:R:3:forces:R:3
Ba -0.605 -0.304 1.280 0.254 -0.248 -0.503
C -3.052 2.240 4.975 -0.043 -0.051 -0.003
As -2.483 1.852 3.147 0.053 0.260 -0.013
C -1.058 3.202 3.082 -0.001 0.013 -0.015
C -3.881 2.786 2.127 -0.019 0.032 -0.044
C -5.033 3.248 2.762 0.031 -0.009 0.020
C -6.064 3.834 2.041 -0.015 0.024 -0.037
C -5.951 3.977 0.667 -0.050 0.015 0.047
C -4.810 3.524 0.025 0.043 -0.020 -0.014
C -3.777 2.920 0.733 0.026 0.024 0.027
As -2.199 2.233 -0.213 -0.066 0.143 -0.037
C -3.003 1.550 -1.856 -0.032 -0.006 0.040
C -1.469 3.906 -0.932 0.010 -0.018 0.061
H -3.239 3.302 5.123 -0.002 0.009 -0.008
H -2.246 1.921 5.634 0.026 -0.011 -0.001
H -3.943 1.668 5.229 -0.019 0.003 0.026
H -1.457 4.202 3.243 -0.023 0.027 0.008
H -0.546 3.172 2.120 0.000 0.010 -0.014
H -0.335 2.962 3.860 0.014 -0.027 0.008
H -5.141 3.154 3.836 0.010 -0.006 -0.029
H -6.950 4.181 2.557 0.007 -0.007 -0.013
H -6.750 4.436 0.096 0.013 -0.009 0.013
H -4.731 3.633 -1.051 0.000 0.010 -0.009
H -3.417 2.345 -2.475 -0.008 0.035 0.006
H -3.788 0.842 -1.601 -0.027 -0.046 -0.012
H -2.214 1.035 -2.404 0.010 -0.003 0.006
H -2.221 4.692 -0.904 -0.025 0.018 -0.031
H -1.153 3.739 -1.960 0.029 -0.052 -0.010
H -0.602 4.210 -0.350 0.010 0.051 0.031
Cl 1.894 -3.803 7.991 0.004 -0.011 0.017
C 1.490 -2.781 6.639 -0.012 0.054 -0.048
C 2.283 -1.649 6.366 -0.040 -0.055 0.014
C 1.975 -0.830 5.319 0.029 0.087 0.005
C 0.858 -1.066 4.453 0.045 0.043 0.050
O 0.606 -0.239 3.517 -0.130 -0.225 -0.036
C 0.086 -2.247 4.736 -0.069 0.026 -0.113
C -1.035 -2.712 3.959 0.092 -0.138 0.286
O -1.481 -2.305 2.886 0.096 0.167 -0.001
C 0.421 -3.063 5.845 -0.008 -0.012 0.005
H 3.136 -1.433 6.997 -0.024 -0.017 -0.007
H 2.574 0.048 5.108 -0.022 -0.044 0.005
H -1.546 -3.580 4.421 0.028 0.000 -0.020
H -0.186 -3.938 6.053 0.019 0.026 -0.011
C -3.014 -2.965 -2.144 -0.025 0.073 0.032
Se -2.199 -2.918 -0.384 0.000 -0.149 0.041
C -3.798 -3.315 0.654 0.028 0.032 0.063
C -4.937 -2.330 0.463 0.050 0.012 0.090
Se -4.560 -0.501 1.029 0.005 0.050 -0.005
C -4.835 -0.760 2.937 0.060 -0.066 -0.004
H -3.499 -3.927 -2.295 0.001 0.013 -0.007
H -2.211 -2.846 -2.863 0.061 0.004 -0.059
H -3.726 -2.152 -2.274 0.014 -0.011 -0.004
H -3.443 -3.323 1.686 -0.034 -0.008 -0.036
H -4.125 -4.322 0.393 -0.002 -0.014 -0.004
H -5.817 -2.651 1.022 -0.013 -0.021 0.013
H -5.234 -2.262 -0.581 -0.001 0.018 -0.044
H -5.774 -1.285 3.099 -0.023 0.006 -0.001
H -4.898 0.230 3.386 -0.037 -0.049 -0.029
H -4.003 -1.310 3.373 -0.011 0.017 -0.014
N 0.789 -0.197 -0.801 -0.148 -0.187 0.153
P 2.046 -0.448 -1.633 0.106 0.038 0.112
N 2.499 0.737 -2.776 -0.183 0.054 -0.221
C 2.837 2.032 -2.155 -0.134 0.121 -0.062
C 2.800 3.170 -3.184 -0.014 -0.068 -0.021
C 3.225 2.648 -4.552 -0.043 -0.066 0.023
C 2.195 1.615 -5.045 0.054 0.032 0.052
C 1.524 0.920 -3.856 -0.008 -0.018 0.065
N 3.504 -0.507 -0.778 0.143 0.082 0.129
C 3.467 -1.254 0.472 0.004 -0.126 -0.015
C 4.663 -0.913 1.371 -0.003 0.001 -0.005
C 5.141 0.501 1.076 -0.015 0.032 0.006
C 5.693 0.556 -0.351 -0.029 -0.040 -0.009
C 4.856 -0.340 -1.290 0.017 -0.083 0.032
N 2.015 -1.875 -2.537 -0.106 0.182 -0.248
C 3.150 -2.396 -3.273 0.087 -0.055 0.134
C 2.835 -2.570 -4.753 -0.030 0.001 -0.016
C 1.625 -3.483 -4.915 -0.017 -0.011 -0.036
C 0.437 -2.940 -4.124 -0.053 0.136 -0.061
C 0.819 -2.679 -2.666 0.021 -0.143 0.086
H 3.840 1.963 -1.743 0.058 0.010 0.049
H 2.153 2.252 -1.321 0.025 -0.022 -0.052
H 3.447 3.981 -2.844 0.003 -0.013 -0.008
H 1.791 3.586 -3.258 -0.010 0.010 0.005
H 4.206 2.173 -4.456 -0.009 0.002 -0.006
H 3.335 3.462 -5.270 -0.009 0.005 -0.018
H 2.688 0.873 -5.678 0.001 -0.002 -0.002
H 1.429 2.099 -5.658 0.016 0.002 0.024
H 1.132 -0.057 -4.154 0.066 0.106 0.065
H 0.658 1.506 -3.503 0.097 -0.066 -0.015
H 3.433 -2.341 0.288 -0.005 0.033 0.013
H 2.539 -0.980 0.966 -0.105 -0.004 0.167
H 5.485 -1.614 1.193 0.000 0.010 0.001
H 4.373 -1.028 2.417 0.001 -0.017 -0.016
H 5.900 0.821 1.794 -0.013 0.002 -0.014
H 4.294 1.187 1.169 0.021 -0.013 0.008
H 6.730 0.209 -0.362 -0.023 0.001 -0.009
H 5.702 1.588 -0.706 0.003 0.025 -0.022
H 5.346 -1.323 -1.376 -0.008 0.035 -0.018
H 4.811 0.081 -2.293 0.007 0.004 -0.004
H 3.433 -3.379 -2.857 0.016 0.053 -0.018
H 4.002 -1.735 -3.144 0.018 0.044 -0.017
H 3.702 -2.981 -5.276 -0.004 0.004 0.020
H 2.623 -1.587 -5.185 0.013 -0.010 -0.027
H 1.882 -4.480 -4.535 -0.014 0.016 -0.011
H 1.363 -3.603 -5.969 -0.002 -0.003 0.011
H -0.389 -3.656 -4.163 -0.036 -0.003 0.024
H 0.078 -2.011 -4.589 0.077 -0.098 0.085
H 0.979 -3.653 -2.172 -0.042 0.039 -0.015
H 0.032 -2.156 -2.125 -0.078 0.001 0.026
```
Forces are in eV/Å.

Summary:
HOMO energy, eV: -6.98
Maximum force, eV/A: 0.62
Kohn-Sham gap, eV: 7.22
Energy above the lowest of the compared OMol25 structures with the same formula, charge and spin, eV: 0.000
LUMO energy, eV: 0.23
Charge: 0



# 2
Entry from OMol25: an isolated ion of composition C4H13N3 and charge +2 at a distorted geometry (the ωB97M-V functional and the def2-TZVPD basis).

Geometry as XYZ:
```
20
Properties=species:S:1:pos:R:3:forces:R:3
C 0.400 1.698 0.096 0.361 -1.230 0.277
C -0.626 0.659 0.612 0.451 1.276 0.323
C -0.237 -0.714 0.096 1.299 1.620 0.185
C -0.467 -1.046 -1.175 -0.226 -0.934 0.291
N -0.278 -2.483 -1.484 0.431 0.049 -0.930
N 0.610 -1.493 0.909 -1.335 -2.027 -0.241
N 0.373 2.977 0.868 -0.910 1.189 -0.421
H 0.363 1.874 -0.975 -0.357 0.469 0.025
H 1.376 1.250 0.268 0.263 0.231 0.062
H -0.558 0.729 1.702 0.212 -0.713 0.022
H -1.665 0.935 0.456 -0.081 -0.039 -0.731
H -0.680 -0.431 -2.036 -0.880 0.063 0.308
H -1.015 -3.067 -1.082 0.118 0.032 0.387
H 0.645 -2.781 -1.146 -0.072 -0.242 0.274
H -0.338 -2.703 -2.484 0.217 0.306 -0.062
H 1.478 -1.226 1.342 -0.189 0.761 -0.062
H 0.156 -2.253 1.397 0.194 0.033 0.257
H 0.859 3.742 0.387 0.446 -0.231 0.000
H -0.582 3.356 0.919 -0.061 -0.269 0.146
H 0.720 2.948 1.832 0.119 -0.344 -0.113
```
Forces are in eV/Å.

Summary:
HOMO energy, eV: -17.29
Maximum force, eV/A: 2.44
Kohn-Sham gap, eV: 10.34
Structure (SMILES): N/C(=C\[NH3+])CC[NH3+]
Energy above the lowest of the compared OMol25 structures with the same formula, charge and spin, eV: 1.799
LUMO energy, eV: -6.95
Charge: +2



# 3
Entry from OMol25: a 15-piece molecular cluster, C27H57BrCl28NO6P2 overall at a distorted geometry (the ωB97M-V functional and the def2-TZVPD basis).

Geometry as XYZ:
```
122
Properties=species:S:1:pos:R:3:forces:R:3
C 4.209 3.082 -0.128 -0.356 0.126 -0.235
C 3.068 3.912 -0.689 0.083 -0.163 0.335
O 1.956 3.845 0.259 -0.514 -0.485 -0.639
P 0.703 4.789 -0.064 -0.110 1.745 0.554
O 1.015 6.210 0.177 -0.067 -0.379 -0.272
C -0.658 4.236 0.967 0.195 -1.121 0.449
C -0.934 2.712 1.130 -0.225 0.655 -0.379
C -0.229 1.782 0.141 -0.683 -1.444 0.540
N -1.308 0.770 -0.314 1.189 -0.197 -1.326
C -0.548 -0.432 -0.785 1.204 -0.204 0.772
C -1.460 -1.556 -1.212 0.229 0.144 -0.113
C -0.692 -2.717 -1.835 -0.444 -0.472 0.546
C -1.605 -3.857 -2.262 -0.119 0.344 -0.917
Br 0.349 -2.143 -3.393 0.066 0.039 0.155
C 0.348 -0.631 0.456 -1.382 0.687 -0.044
C 0.887 0.816 0.646 0.072 -0.309 0.164
P 1.677 1.009 2.279 2.014 -0.326 -0.183
O 3.137 0.808 2.164 -0.532 0.005 0.025
O 1.029 -0.110 3.220 -0.349 0.456 -0.233
O 1.316 2.441 2.874 -0.438 -0.341 0.138
O 0.189 4.502 -1.563 0.438 -0.244 0.367
C 0.720 5.337 -2.629 -0.024 -0.416 -0.931
C 1.087 4.450 -3.836 0.090 -0.033 0.468
H 4.360 3.318 0.924 0.081 -0.008 -0.066
H 3.969 2.023 -0.218 0.161 0.002 0.141
H 5.120 3.296 -0.691 -0.027 -0.065 0.065
H 2.712 3.498 -1.639 0.109 0.148 0.005
H 3.345 4.961 -0.815 -0.026 -0.059 0.010
H -1.574 4.718 0.617 0.511 0.022 -0.042
H -0.449 4.645 1.959 0.035 0.118 -0.146
H -2.014 2.586 0.984 0.077 0.012 -0.017
H -0.755 2.404 2.160 0.072 -0.012 -0.162
H 0.074 2.208 -0.814 0.028 0.479 0.282
H -1.942 0.461 0.426 -0.367 0.428 -0.085
H -1.764 1.154 -1.141 -0.706 0.077 0.459
H 0.147 -0.086 -1.558 -0.570 -0.062 -0.415
H -1.965 -1.952 -0.321 -0.055 0.006 -0.091
H -2.234 -1.159 -1.879 0.318 -0.335 0.030
H 0.015 -3.098 -1.093 0.204 0.140 -0.271
H -2.044 -3.606 -3.234 -0.139 0.026 0.177
H -1.039 -4.770 -2.421 -0.089 0.161 0.141
H -2.434 -4.036 -1.574 0.257 -0.023 0.211
H -0.361 -0.856 1.265 0.457 -0.385 0.158
H 1.113 -1.396 0.364 0.001 0.066 0.029
H 1.754 0.839 -0.021 -0.011 0.570 0.130
H 1.737 -0.670 3.587 0.065 -0.092 0.208
H 1.994 2.687 3.523 -0.001 0.107 -0.107
H -0.064 6.038 -2.915 0.106 0.085 0.258
H 1.602 5.881 -2.303 -0.208 0.106 0.283
H 0.405 4.593 -4.674 0.091 -0.027 0.019
H 1.058 3.398 -3.538 -0.080 0.074 -0.068
H 2.112 4.653 -4.149 -0.143 0.056 -0.178
C -1.344 -5.481 -5.691 0.163 -0.006 -0.046
Cl -2.907 -4.650 -5.759 -0.015 0.032 -0.022
Cl -1.283 -6.684 -4.402 -0.077 -0.104 -0.075
H -1.181 -5.980 -6.639 -0.057 -0.023 0.010
H -0.570 -4.742 -5.511 -0.040 0.017 0.064
C -0.891 -6.898 0.708 0.063 -0.043 0.030
Cl -0.451 -6.716 -0.994 0.024 -0.238 0.193
Cl -2.536 -6.330 1.031 0.011 0.028 0.027
H -0.827 -7.946 0.972 -0.073 -0.009 -0.044
H -0.202 -6.313 1.306 -0.019 0.035 -0.023
C 3.859 -1.124 6.198 -0.046 0.324 0.005
Cl 2.600 -0.381 7.192 0.048 -0.029 -0.056
Cl 3.168 -2.083 4.873 -0.034 -0.057 -0.126
H 4.477 -0.335 5.775 -0.265 -0.263 0.048
H 4.456 -1.785 6.811 -0.024 -0.077 0.046
C -3.241 7.330 1.550 0.026 -0.025 0.142
Cl -2.952 6.125 2.819 -0.177 0.274 0.034
Cl -2.774 6.665 -0.015 -0.224 0.340 -0.401
H -4.293 7.590 1.525 -0.017 -0.117 0.026
H -2.632 8.202 1.757 0.061 -0.049 -0.025
C 3.090 -6.936 -3.161 0.031 -0.017 -0.053
Cl 2.217 -5.573 -3.875 -0.143 0.086 0.079
Cl 3.018 -6.899 -1.395 0.141 -0.044 0.012
H 2.643 -7.858 -3.516 -0.058 0.021 0.044
H 4.128 -6.878 -3.465 -0.005 0.063 -0.005
C 5.742 -7.453 -6.397 0.091 0.081 -0.150
Cl 5.978 -8.405 -4.924 0.013 0.004 0.004
Cl 4.089 -6.847 -6.550 -0.045 -0.192 -0.024
H 6.413 -6.601 -6.369 -0.040 0.022 0.064
H 5.959 -8.084 -7.251 -0.046 -0.047 0.032
C 5.261 -3.020 -6.298 -0.015 0.042 -0.012
Cl 5.329 -4.016 -4.839 0.103 0.097 0.064
Cl 5.743 -3.917 -7.743 0.039 0.079 -0.028
H 4.243 -2.674 -6.431 -0.019 -0.082 -0.008
H 5.936 -2.182 -6.173 0.047 -0.047 0.004
C -5.600 -6.739 -7.788 0.041 -0.030 0.053
Cl -5.108 -6.558 -9.476 0.044 -0.010 0.008
Cl -7.240 -6.143 -7.507 0.004 -0.003 0.038
H -5.565 -7.790 -7.528 -0.060 -0.010 -0.059
H -4.917 -6.171 -7.169 -0.015 0.048 -0.024
C -1.016 4.890 6.137 0.054 0.109 0.112
Cl -1.960 4.997 7.619 0.008 0.005 -0.027
Cl -1.898 4.018 4.865 0.052 -0.141 0.031
H -0.810 5.892 5.779 -0.063 -0.008 -0.042
H -0.096 4.356 6.342 -0.037 -0.060 0.005
C -4.780 0.910 -0.985 0.028 -0.125 -0.142
Cl -4.571 0.023 0.537 0.147 -0.032 -0.009
Cl -4.367 -0.112 -2.376 -0.233 0.329 -0.020
H -5.810 1.227 -1.079 -0.055 -0.078 0.082
H -4.123 1.773 -0.966 -0.042 0.036 -0.024
C 7.850 0.078 6.741 0.155 0.101 -0.005
Cl 6.689 0.603 5.504 0.273 0.067 0.011
Cl 7.197 -1.128 7.851 -0.085 -0.006 -0.038
H 8.706 -0.350 6.235 -0.044 -0.033 -0.034
H 8.140 0.948 7.318 -0.056 0.012 -0.001
C -5.672 6.039 5.714 0.035 -0.064 0.026
Cl -5.754 7.340 6.905 0.023 -0.005 0.003
Cl -6.925 6.190 4.472 0.016 0.045 -0.019
H -4.703 6.076 5.231 0.002 0.033 -0.057
H -5.809 5.093 6.224 -0.057 0.018 0.014
C -1.544 0.359 5.135 0.181 0.188 0.114
Cl -1.265 -0.321 6.740 -0.057 -0.004 -0.058
Cl -3.021 -0.259 4.376 -0.056 -0.030 -0.125
H -1.635 1.436 5.230 -0.110 -0.097 0.038
H -0.705 0.102 4.504 -0.050 -0.086 0.034
C -6.280 2.096 2.813 -0.155 0.008 0.136
Cl -6.429 2.879 1.228 -0.004 0.071 0.060
Cl -5.267 3.016 3.924 0.152 -0.056 -0.042
H -7.270 2.010 3.246 -0.020 0.086 -0.050
H -5.840 1.120 2.670 0.077 -0.031 -0.018
```
Forces are in eV/Å.

Summary:
HOMO energy, eV: -12.06
Maximum force, eV/A: 2.05
Kohn-Sham gap, eV: 9.68
LUMO energy, eV: -2.38
Charge: +1